1.
Formula: C45H59N7NbO11
Source: the Open Molecules 2025 dataset
Level of theory: ωB97M-V with the def2-TZVPD basis set

Structure (ORCA input):
```
! wB97M-V def2-TZVPD RIJCOSX def2/J DEFGRID3
* xyz -1 1
C 3.841 5.680 2.046
C 2.792 5.713 0.905
C 2.544 7.152 0.327
C 2.119 7.090 -1.188
C 0.680 7.695 -1.404
C -0.412 6.609 -1.212
C -0.582 5.675 -2.484
Nb -1.347 3.641 -1.792
C 0.634 3.133 -0.725
C 1.203 1.818 -1.330
C 2.135 0.992 -0.390
C 1.674 0.885 1.086
C -2.204 1.689 -0.948
C -3.770 1.719 -0.739
C -4.097 1.775 0.783
N -3.548 3.020 1.353
N -0.813 2.653 -3.642
C -1.762 2.055 -4.096
O -2.518 1.318 -4.541
H 3.583 6.387 2.860
H 4.870 5.848 1.686
H 3.828 4.660 2.488
H 1.803 5.360 1.257
H 3.109 5.002 0.118
H 1.698 7.578 0.902
H 3.427 7.803 0.481
H 2.876 7.559 -1.845
H 2.051 6.033 -1.518
H 0.675 8.123 -2.425
H 0.580 8.514 -0.659
H -0.142 5.991 -0.329
H -1.411 7.025 -0.978
H 0.367 5.606 -3.053
H -1.382 6.147 -3.096
H -2.997 4.123 -2.461
H -1.869 4.455 -0.250
H 0.377 3.078 0.349
H 1.277 4.020 -0.872
H 1.830 2.120 -2.197
H 0.406 1.177 -1.744
H 3.196 1.315 -0.436
H 2.140 -0.050 -0.792
H 1.830 1.876 1.564
H 0.597 0.651 1.200
H 2.300 0.175 1.670
H -1.901 0.836 -1.599
H -1.688 1.524 0.023
H -4.168 2.638 -1.204
H -4.260 0.814 -1.149
H -5.190 1.673 0.984
H -3.578 0.963 1.331
H -4.049 3.829 0.999
H -3.574 2.994 2.368
C -0.311 -4.150 3.536
C -1.456 -3.771 4.228
C -1.947 -2.481 4.101
C -1.286 -1.584 3.277
C -0.141 -1.949 2.588
C 0.347 -3.240 2.721
N -1.816 -0.221 3.124
O -2.817 0.071 3.759
O -1.229 0.536 2.375
H 0.070 -5.161 3.634
H -1.966 -4.483 4.864
H -2.837 -2.191 4.642
H 0.375 -1.247 1.949
H 1.237 -3.538 2.187
C -4.301 0.777 -6.958
C -5.236 0.746 -7.986
C -5.264 -0.322 -8.869
C -4.353 -1.355 -8.708
C -3.411 -1.332 -7.689
C -3.387 -0.258 -6.812
N -4.398 -2.497 -9.627
O -5.223 -2.478 -10.521
O -3.606 -3.410 -9.444
H -4.284 1.609 -6.265
H -5.946 1.556 -8.097
H -5.994 -0.339 -9.666
H -2.698 -2.137 -7.569
H -2.662 -0.227 -6.013
C 3.851 1.014 6.909
C 2.884 0.954 5.917
C 2.834 -0.134 5.060
C 3.758 -1.156 5.212
C 4.734 -1.103 6.195
C 4.778 -0.011 7.046
N 3.693 -2.320 4.324
O 2.833 -2.322 3.465
O 4.498 -3.222 4.503
H 3.883 1.864 7.581
H 2.164 1.756 5.811
H 2.076 -0.171 4.289
H 5.457 -1.900 6.308
H 5.534 0.040 7.820
C -0.854 -6.404 -9.577
C -1.778 -5.921 -8.660
C -1.666 -6.261 -7.319
C -0.624 -7.079 -6.913
C 0.300 -7.572 -7.821
C 0.181 -7.231 -9.159
N -0.488 -7.423 -5.491
O -1.326 -6.991 -4.721
O 0.458 -8.119 -5.164
H -0.940 -6.132 -10.622
H -2.584 -5.278 -8.990
H -2.389 -5.882 -6.610
H 1.109 -8.214 -7.501
H 0.898 -7.607 -9.878
C 2.680 -6.078 8.716
C 1.526 -5.709 9.396
C 1.026 -4.422 9.267
C 1.688 -3.518 8.453
C 2.843 -3.872 7.775
C 3.340 -5.160 7.910
N 1.147 -2.161 8.293
O 0.139 -1.876 8.916
O 1.736 -1.403 7.544
H 3.066 -7.086 8.813
H 1.015 -6.427 10.025
H 0.127 -4.141 9.799
H 3.360 -3.164 7.144
H 4.240 -5.448 7.382
*
```

The HOMO energy is -4.18 eV. The total energy is -3017.42824 Ha. The value obtained for the HOMO-LUMO gap is 4.761 eV.

Mulliken population analysis, charges in e, atoms 1 to 8: C -1.41; C 0.03; C -0.79; C -0.31; C -1.13; C -0.03; C -0.90; Nb -1.13

***

2.
Formula: C45H63BBrClN13O3W
Source: the Open Molecules 2025 dataset
Level of theory: ωB97M-V with the def2-TZVPD basis set

Structure (ORCA input):
```
! wB97M-V def2-TZVPD RIJCOSX def2/J DEFGRID3
* xyz 3 3
W 0.730 -1.648 0.052
C 3.774 -0.425 2.066
C 3.873 -0.877 0.651
C 5.055 -0.915 -0.059
C 4.747 -1.451 -1.301
C 5.662 -1.716 -2.446
N 3.436 -1.721 -1.315
N 2.860 -1.344 -0.117
B 2.636 -2.409 -2.449
N 1.514 -1.472 -2.900
N 0.960 -0.666 -1.925
C 0.662 0.510 -2.526
C 0.184 1.765 -1.885
C 0.944 0.412 -3.888
C 1.498 -0.830 -4.089
C 2.052 -1.428 -5.333
N 2.045 -3.688 -1.853
N 1.259 -3.591 -0.737
C 1.002 -4.884 -0.350
C 0.203 -5.392 0.813
C 1.624 -5.745 -1.232
C 2.282 -4.958 -2.170
C 3.117 -5.380 -3.329
H 4.765 -0.475 2.515
H 3.101 -1.048 2.657
H 3.447 0.613 2.108
H 6.026 -0.605 0.287
H 6.686 -1.507 -2.148
H 5.417 -1.075 -3.294
H 5.602 -2.752 -2.776
H 3.356 -2.682 -3.349
H 0.405 1.802 -0.829
H -0.882 1.931 -2.047
H 0.707 2.599 -2.354
H 0.795 1.185 -4.623
H 1.656 -0.904 -6.200
H 1.796 -2.483 -5.421
H 3.139 -1.342 -5.357
H 0.813 -5.463 1.714
H -0.112 -6.407 0.577
H -0.681 -4.809 1.043
H 1.600 -6.822 -1.196
H 3.040 -6.456 -3.460
H 4.165 -5.133 -3.162
H 2.798 -4.896 -4.251
Br 2.691 -5.117 5.684
C 2.142 -4.212 4.157
C 2.951 -4.147 3.032
C 2.497 -3.468 1.918
N 1.307 -2.845 1.867
C 0.534 -2.918 2.963
C 0.899 -3.583 4.113
H 3.922 -4.622 3.008
H 3.109 -3.418 1.030
H -0.424 -2.425 2.910
H 0.219 -3.631 4.953
C -6.329 3.619 -0.278
C -5.071 3.451 -1.137
C -4.890 4.702 -2.006
C -5.270 2.268 -2.087
C -3.814 3.251 -0.231
O -2.625 3.216 -1.013
C -3.730 4.335 0.867
C -2.345 4.493 1.501
C -1.295 5.150 0.632
C -1.562 6.301 -0.104
C -0.592 6.875 -0.915
C 0.666 6.298 -0.986
Cl 1.877 6.990 -2.009
C 0.965 5.168 -0.240
C -0.018 4.606 0.558
C -3.820 1.880 0.506
N -2.833 0.926 -0.003
C -1.694 0.576 0.564
N -1.047 -0.297 -0.208
C -1.903 -0.438 -1.272
N -2.980 0.281 -1.176
H -7.209 3.621 -0.922
H -6.333 4.556 0.279
H -6.463 2.801 0.436
H -5.796 4.865 -2.590
H -4.076 4.587 -2.726
H -4.720 5.612 -1.429
H -6.081 2.500 -2.778
H -5.552 1.350 -1.567
H -4.373 2.066 -2.670
H -2.461 4.100 -1.365
H -4.457 4.090 1.646
H -4.062 5.293 0.473
H -1.958 3.510 1.803
H -2.456 5.064 2.427
H -2.531 6.781 -0.047
H -0.806 7.771 -1.482
H 1.956 4.738 -0.291
H 0.217 3.709 1.122
H -4.791 1.393 0.479
H -3.548 2.022 1.553
H -1.382 0.973 1.510
H -1.702 -1.063 -2.124
C -1.221 -3.675 -2.411
C -1.752 -3.444 -1.040
N -1.210 -2.787 -0.009
C -2.187 -2.736 0.976
C -3.287 -3.404 0.564
N -2.992 -3.837 -0.702
H -0.589 -2.849 -2.734
H -2.052 -3.764 -3.110
H -0.633 -4.592 -2.465
H -2.054 -2.194 1.894
H -4.233 -3.599 1.038
H -3.614 -4.346 -1.312
O 1.525 1.639 1.038
C 1.051 0.915 1.876
O 0.747 -0.348 1.741
C 0.672 1.536 3.239
N 0.558 0.467 4.315
C 1.562 0.791 5.418
C 2.553 1.719 4.743
C 1.678 2.542 3.801
H -0.313 1.985 3.105
H 0.752 -0.432 3.866
H -0.384 0.419 4.697
H 1.964 -0.142 5.805
H 1.005 1.296 6.205
H 3.299 1.148 4.194
H 3.077 2.331 5.474
H 2.220 3.026 2.991
H 1.147 3.314 4.359
*
```

The HOMO energy (alpha / beta) is -14.14 / -14.14 eV. The total energy is -5815.66592 Ha. The value obtained for the relative energy (zero: lowest compared OMol25 entry of this formula, charge and spin) is 0.000 eV. The value obtained for the HOMO-LUMO gap (alpha / beta) is 6.667 / 5.902 eV.

Mulliken population analysis, charges in e, atoms 1 to 8: W 1.86; C -1.17; C 0.39; C -1.42; C 0.89; C -1.50; N 0.87; N 0.22

***

3.
Formula: C45H64BrIN3OP2SbSn
Source: the Open Molecules 2025 dataset
Level of theory: ωB97M-V with the def2-TZVPD basis set

Structure (ORCA input):
```
! wB97M-V def2-TZVPD RIJCOSX def2/J DEFGRID3
* xyz 2 1
Sn 0.215 -3.012 -0.864
C 1.510 2.207 2.395
N 0.459 1.906 3.375
C 0.588 0.630 4.113
P -0.259 -0.763 3.278
C -1.948 -0.770 3.920
C -2.599 0.380 4.353
C -3.965 0.346 4.583
C -4.638 -0.836 4.510
C -4.005 -2.022 4.138
C -2.667 -1.955 3.758
C 0.607 -2.186 4.077
C 1.952 -2.264 3.762
C 2.707 -3.348 4.187
C 2.082 -4.388 4.870
C 0.762 -4.292 5.214
C 0.013 -3.191 4.827
C -0.076 3.052 4.073
C -0.317 3.037 5.455
C -0.928 4.115 6.077
C -1.421 5.188 5.356
C -1.199 5.223 3.996
C -0.494 4.196 3.381
P 0.973 1.657 0.697
C -0.365 2.876 0.355
C -1.648 2.448 0.722
C -2.749 3.304 0.617
C -2.590 4.597 0.129
C -1.307 5.031 -0.185
C -0.202 4.187 -0.086
C 2.409 2.138 -0.335
C 3.681 1.744 0.052
C 4.806 2.098 -0.681
C 4.666 2.858 -1.845
C 3.405 3.147 -2.293
C 2.296 2.859 -1.544
H 2.433 1.680 2.633
H 1.698 3.290 2.386
H 0.232 0.732 5.133
H 1.645 0.313 4.183
H -2.076 1.321 4.433
H -4.484 1.266 4.836
H -5.694 -0.891 4.774
H -4.509 -2.981 4.104
H -2.139 -2.867 3.436
H 2.473 -1.486 3.173
H 3.785 -3.304 3.977
H 2.646 -5.245 5.242
H 0.327 -5.135 5.792
H -1.027 -3.152 5.098
H -0.039 2.226 6.083
H -1.051 4.052 7.134
H -1.938 5.999 5.861
H -1.616 6.008 3.401
H -0.340 4.284 2.335
H -1.684 1.441 1.155
H -3.758 2.984 0.918
H -3.419 5.266 0.041
H -1.134 6.047 -0.490
H 0.786 4.563 -0.356
H 3.784 1.179 0.973
H 5.785 1.796 -0.347
H 5.544 3.235 -2.376
H 3.313 3.627 -3.241
H 1.357 3.216 -1.917
Br 1.855 -5.002 -1.094
I -2.067 -4.094 0.167
C -2.783 -2.977 -4.148
C -1.398 -3.142 -4.704
C -0.855 -4.541 -4.372
C -1.310 -2.901 -6.207
Sb 0.033 -1.608 -3.716
C -0.794 0.424 -3.620
C -2.058 0.447 -2.779
C -1.043 0.843 -5.075
C 0.183 1.412 -3.082
C 2.163 -1.606 -4.224
C 2.702 -2.998 -4.078
C 2.230 -1.082 -5.665
C 2.937 -0.620 -3.381
H -3.413 -3.690 -4.685
H -3.174 -1.965 -4.334
H -2.865 -3.176 -3.069
H -1.472 -5.221 -4.913
H -0.790 -4.776 -3.309
H 0.139 -4.760 -4.792
H -1.949 -3.648 -6.655
H -0.276 -3.043 -6.576
H -1.604 -1.874 -6.516
H -2.879 -0.009 -3.364
H -2.275 1.524 -2.592
H -1.978 0.005 -1.816
H -1.739 0.200 -5.580
H -0.122 0.936 -5.666
H -1.468 1.852 -5.019
H 0.372 1.208 -2.013
H -0.299 2.377 -3.140
H 1.117 1.539 -3.656
H 2.152 -3.751 -4.626
H 2.767 -3.305 -3.037
H 3.741 -3.009 -4.415
H 1.854 -1.786 -6.403
H 3.305 -0.933 -5.907
H 1.742 -0.124 -5.737
H 2.798 -0.739 -2.318
H 2.782 0.427 -3.716
H 4.003 -0.776 -3.576
N 2.967 -2.046 0.021
N 1.586 -1.857 0.442
H 3.231 -3.031 0.233
H 3.548 -1.382 0.520
H 1.255 -0.876 0.434
H 1.418 -2.168 1.378
C -2.865 -0.760 0.556
O -1.498 -0.895 0.162
H -3.460 -1.464 -0.002
H -3.161 0.292 0.337
H -2.951 -0.982 1.623
H -0.986 -0.525 0.895
*
```

The HOMO energy is -11.87 eV. The total energy is -6001.04418 Ha. The value obtained for the HOMO-LUMO gap is 4.596 eV.

Mulliken population analysis, charges in e, atoms 1 to 8: Sn 1.20; C -1.59; N 0.81; C -1.92; P 2.96; C 0.33; C -0.74; C -0.96